[1]
Density functional theory data (wB97M-V/def2-TZVPD) for a 2-piece molecular cluster, C4H12N2 overall.

Its energy is -7321.475 eV. The HOMO-LUMO gap is 9.800 eV. For the HOMO energy, the calculation gives -8.8 eV. The SMILES is C=CC.NCN.

The geometry in ORCA input format:
```
! wB97M-V def2-TZVPD RIJCOSX def2/J DEFGRID3
* xyz 0 1
C 1.48205 -0.93452 -1.17256
C 0.75224 -0.86155 -2.47615
C -0.10736 0.05451 -2.91220
H 1.40811 -1.94477 -0.78460
H 1.36475 -0.12107 -0.46075
H 2.54270 -0.82139 -1.44737
H 0.99999 -1.64346 -3.18871
H -0.52432 -0.14241 -3.87501
H -0.37959 0.97242 -2.41415
N -1.36393 0.96972 0.94061
C -0.87591 1.13076 2.30851
N -0.45321 -0.07325 2.94707
H -2.14319 0.32676 0.87150
H -0.59910 0.57805 0.40075
H -1.68213 1.65924 2.83689
H -0.07139 1.86929 2.23966
H 0.30857 -0.05802 3.59894
H -0.65828 -0.96030 2.58758
*
```

Results of the Mulliken charge analysis, in e, for atoms 1 through 6: C -0.99; C 0.13; C -0.75; H 0.26; H 0.27; H 0.31



[2]
Density functional theory data (wB97M-V/def2-TZVPD) for a 2-piece molecular cluster, C4H12N2 overall.

Its energy is -7320.725 eV. The HOMO-LUMO gap is 9.626 eV. For the HOMO energy, the calculation gives -8.6 eV. The SMILES is C=NC.CNC.

The geometry in ORCA input format:
```
! wB97M-V def2-TZVPD RIJCOSX def2/J DEFGRID3
* xyz 0 1
C 1.09699 1.57467 0.89475
N 1.19166 2.62687 1.89253
C 2.48000 3.28523 1.87848
H 1.56072 1.81764 -0.07559
H 0.06906 1.29478 0.68140
H 1.63327 0.69483 1.26191
H 0.35601 3.19067 1.81411
H 2.67623 3.82268 0.93630
H 2.58045 3.95328 2.72627
H 3.20814 2.47443 1.85187
C -2.61996 -3.94887 -1.93639
C -1.50869 -2.00417 -1.33431
N -2.11924 -3.03270 -0.93006
H -1.87950 -4.30589 -2.66920
H -3.09929 -4.82396 -1.51070
H -3.38616 -3.41603 -2.49393
H -1.38046 -1.08886 -0.76505
H -0.85922 -2.11458 -2.22239
*
```

Results of the Mulliken charge analysis, in e, for atoms 1 through 6: C -0.86; N -0.34; C -0.75; H 0.28; H 0.33; H 0.28



[3]
Density functional theory data (wB97M-V/def2-TZVPD) for one molecule with the formula C4H12N2.

Its energy is -7321.834 eV. The HOMO-LUMO gap is 9.189 eV. For the HOMO energy, the calculation gives -8.1 eV. The SMILES is CNCN(C)C.

The geometry in ORCA input format:
```
! wB97M-V def2-TZVPD RIJCOSX def2/J DEFGRID3
* xyz 0 1
C 0.69458 -0.84400 0.20991
C -0.47686 1.11297 1.10548
C 1.52541 1.39386 -0.31588
C -1.45227 -1.66568 -0.64241
N 0.84470 0.53148 0.63882
N -0.22296 -0.94512 -0.91209
H -0.38109 -0.04680 -1.35222
H 0.36902 -1.46756 1.05304
H 1.66718 -1.24830 -0.09790
H 1.80097 2.33903 0.16486
H 0.91406 1.63924 -1.19314
H 2.45799 0.93932 -0.67040
H -1.24448 1.23790 0.33632
H -0.27621 2.11130 1.50674
H -0.85593 0.50493 1.93198
H -1.27014 -2.61689 -0.13264
H -1.94848 -1.90677 -1.58799
H -2.14548 -1.06892 -0.04248
*
```

Results of the Mulliken charge analysis, in e, for atoms 1 through 6: C -0.68; C -0.86; C -0.89; C -0.84; N -0.11; N -0.27



[4]
Density functional theory data (wB97M-V/def2-TZVPD) for a 2-piece molecular cluster, C4H12N2 overall.

Its energy is -7321.521 eV. The HOMO-LUMO gap is 10.163 eV. For the HOMO energy, the calculation gives -9.0 eV. The SMILES is C=NC.CCN.

The geometry in ORCA input format:
```
! wB97M-V def2-TZVPD RIJCOSX def2/J DEFGRID3
* xyz 0 1
C -1.92997 1.29557 0.35549
C -1.30648 0.22477 1.21796
N -1.85243 -1.13627 1.03434
H -2.89962 1.66053 0.70105
H -1.29045 2.18103 0.39194
H -1.99824 0.99453 -0.68950
H -0.25154 0.12053 0.95622
H -1.37377 0.43020 2.28619
H -2.40689 -1.45115 1.81967
H -2.41991 -1.22048 0.20064
C 2.27641 0.63272 -0.95070
C 2.03918 -1.64834 -1.24592
N 1.80876 -0.50834 -1.71262
H 1.65089 1.49736 -1.16587
H 3.31321 0.88510 -1.18103
H 2.27562 0.46993 0.12812
H 2.64367 -1.88603 -0.36144
H 1.72157 -2.54165 -1.78455
*
```

Results of the Mulliken charge analysis, in e, for atoms 1 through 6: C -1.12; C 0.08; N -0.60; H 0.34; H 0.30; H 0.32



Number 2 is which compound?
C4H12N2